ORCA calculation (wB97M-V/def2-TZVPD) on a cluster of 3 separate species, C4H11NO2 in total in a non-equilibrium geometry.

Each atom is followed by the atoms it is bonded to, with distances in Å.
Geometry (Å):
1 C -0.169 0.178 1.935  C2 1.395, O4 1.348, H7 1.084
2 C -1.184 1.033 1.505  C1 1.395, H8 1.085, H9 1.086
3 O 1.066 -0.545 0.372  H6 0.967
4 O 0.884 0.685 2.607  C1 1.348, H5 0.969
5 H 1.605 0.041 2.543  O4 0.969
6 H 1.588 0.231 0.127  O3 0.967
7 H -0.369 -0.880 2.066  C1 1.084
8 H -1.056 2.081 1.754  C2 1.085
9 H -2.194 0.660 1.648  C2 1.086
10 H -1.123 0.911 0.040  N13 1.258
11 C 0.641 -1.010 -2.278  C12 1.496, H16 1.094, H17 1.092, H18 1.089
12 C -0.244 -0.564 -1.158  C11 1.496, N13 1.317, H15 1.086
13 N -0.861 0.600 -1.151  H10 1.258, C12 1.317, H14 1.017
14 H -0.398 1.320 -1.699  N13 1.017
15 H -0.763 -1.359 -0.630  C12 1.086
16 H 0.031 -1.443 -3.076  C11 1.094
17 H 1.208 -0.173 -2.690  C11 1.092
18 H 1.336 -1.765 -1.914  C11 1.089

## Properties
total charge	0
HOMO-LUMO gap	0.3414	hartree
energy above the lowest of the compared OMol25 structures with the same formula, charge and spin	95.00	kcal/mol
highest occupied orbital energy	-8.3	eV



ORCA calculation (wB97M-V/def2-TZVPD) on a cluster of 2 separate species, C4H11NO2 in total in a non-equilibrium geometry.

Each atom is followed by the atoms it is bonded to, with distances in Å.
Geometry (Å):
1 H 1.999 2.058 0.321  N2 1.013
2 N 1.328 1.430 0.748  H1 1.013, C3 1.250
3 C 1.021 0.426 0.071  N2 1.250, C4 1.498, O5 1.542
4 C 1.275 0.116 -1.373  C3 1.498, H7 1.090, H8 1.089, H9 1.088
5 O 0.633 -0.803 0.917  C3 1.542, C6 1.413
6 C 0.558 -2.095 0.348  O5 1.413, H10 1.094, H11 1.091, H12 1.096
7 H 2.072 -0.619 -1.481  C4 1.090
8 H 1.602 1.020 -1.886  C4 1.089
9 H 0.370 -0.271 -1.835  C4 1.088
10 H 1.522 -2.430 -0.046  C6 1.094
11 H 0.202 -2.766 1.132  C6 1.091
12 H -0.184 -2.116 -0.458  C6 1.096
13 C -2.359 1.255 0.561  O14 1.412, H15 1.095, H16 1.096, H17 1.091
14 O -1.329 0.448 0.031  C13 1.412, H18 1.055
15 H -2.833 0.744 1.406  C13 1.095
16 H -1.952 2.205 0.927  C13 1.096
17 H -3.107 1.402 -0.219  C13 1.091
18 H -0.818 -0.004 0.836  O14 1.055

## Properties
total charge	0
HOMO-LUMO gap	0.3854	hartree
energy above the lowest of the compared OMol25 structures with the same formula, charge and spin	67.13	kcal/mol
highest occupied orbital energy	-9.6	eV



ORCA calculation (wB97M-V/def2-TZVPD) on a cluster of 2 separate species, C4H11NO2 in total in a non-equilibrium geometry.

Each atom is followed by the atoms it is bonded to, with distances in Å.
Geometry (Å):
1 C 0.413 -2.312 -0.288  N2 1.462, H7 1.100, H8 1.099, H9 1.091
2 N -0.495 -1.166 -0.284  C1 1.462, C3 1.493, H10 1.015
3 C 0.176 0.134 -0.580  N2 1.493, C4 1.525, H11 1.102, H12 1.098
4 C -0.876 1.208 -0.831  C3 1.525, C5 1.515, H13 1.091, H14 1.085
5 C -0.171 2.543 -0.705  C4 1.515, O6 1.200, H15 1.103
6 O 0.138 3.195 -1.664  C5 1.200
7 H 1.213 -2.165 -1.029  C1 1.100
8 H 0.958 -2.492 0.649  C1 1.099
9 H -0.146 -3.214 -0.538  C1 1.091
10 H -0.920 -1.130 0.637  N2 1.015
11 H 0.989 0.397 0.116  C3 1.102
12 H 0.690 -0.150 -1.509  C3 1.098
13 H -1.594 1.138 -0.012  C4 1.091
14 H -1.346 1.123 -1.805  C4 1.085
15 H 0.111 2.891 0.303  C5 1.103
16 O 0.402 0.067 2.894  H17 0.966, H18 0.979
17 H 0.834 -0.488 2.231  O16 0.966
18 H -0.375 0.419 2.414  O16 0.979

## Properties
total charge	0
HOMO-LUMO gap	0.3742	hartree
energy above the lowest of the compared OMol25 structures with the same formula, charge and spin	42.11	kcal/mol
highest occupied orbital energy	-9.5	eV



ORCA calculation (wB97M-V/def2-TZVPD) on a cluster of 3 separate species, C4H11NO2 in total in a non-equilibrium geometry.

Each atom is followed by the atoms it is bonded to, with distances in Å.
Geometry (Å):
1 C 0.279 -0.965 -1.776  N2 1.254, H6 1.100, H7 1.078
2 N -0.777 -1.096 -1.114  C1 1.254, C3 1.399
3 C -1.122 -0.169 -0.124  N2 1.399, C4 1.330, H8 1.089
4 C -0.448 0.215 0.957  C3 1.330, C5 1.510, H9 1.083
5 C -1.165 0.812 2.145  C4 1.510, H10 1.091, H11 1.087, H12 1.098
6 H 1.116 -0.295 -1.529  C1 1.100
7 H 0.483 -1.432 -2.726  C1 1.078
8 H -2.137 0.199 -0.265  C3 1.089
9 H 0.563 -0.101 1.183  C4 1.083
10 H -0.656 0.536 3.070  C5 1.091
11 H -2.201 0.482 2.158  C5 1.087
12 H -1.158 1.910 2.151  C5 1.098
13 O -0.071 1.295 -2.967  H14 0.959, H15 0.965
14 H 0.867 1.141 -2.839  O13 0.959
15 H -0.374 1.698 -2.144  O13 0.965
16 O 2.415 -1.610 1.016  H17 0.953, H18 0.957
17 H 2.402 -0.657 1.011  O16 0.953
18 H 1.984 -1.962 1.794  O16 0.957

## Properties
total charge	0
HOMO-LUMO gap	0.3554	hartree
energy above the lowest of the compared OMol25 structures with the same formula, charge and spin	68.68	kcal/mol
highest occupied orbital energy	-9.0	eV



Number 1: DFT total energy -9908.1223 eV. Number 2: DFT total energy -9909.3310 eV. Number 3: DFT total energy -9910.4157 eV. Number 4: DFT total energy -9909.2636 eV.